(P)
{"formula": "C5H8N2", "method": "ωB97M-V with the def2-TZVPD basis set", "e_lumo_ev": 0.8222, "total_charge": 0, "symbols": ["C", "C", "C", "C", "C", "H", "H", "H", "H", "H", "H", "H", "H", "N", "N"], "coordinates": [[0.114, -0.832, -0.932], [-0.251, -0.072, 1.179], [-1.323, 0.557, 0.405], [-0.320, 0.569, -0.656], [0.922, 0.796, 0.460], [0.575, -0.777, -2.568], [0.952, -1.653, 0.584], [-0.044, -0.059, 2.366], [-2.088, -0.431, 0.409], [-1.835, 1.566, 0.617], [-0.520, 1.518, -1.312], [1.716, -0.132, 0.036], [1.253, 1.861, 0.879], [0.863, -1.465, -1.843], [-0.016, -1.445, 0.374]], "mulliken_charge": [0.093, -0.047, -0.513, -0.118, -0.685, 0.282, 0.333, 0.296, 0.276, 0.314, 0.431, 0.277, 0.302, -0.699, -0.542]}



(Q)
{"formula": "C5H8N2", "method": "ωB97M-V with the def2-TZVPD basis set", "e_lumo_ev": 0.5820, "total_charge": 0, "symbols": ["C", "C", "C", "C", "N", "C", "N", "H", "H", "H", "H", "H", "H", "H", "H"], "coordinates": [[1.586, -0.826, -0.250], [0.252, -0.250, 0.194], [-1.103, -0.870, -0.158], [-1.575, 0.520, -0.898], [-2.257, 1.091, -1.688], [0.063, 0.799, 1.211], [-0.240, 1.189, -0.143], [1.960, -1.658, 0.372], [1.515, -1.203, -1.277], [2.348, -0.041, -0.227], [-1.750, -1.053, 0.725], [-1.023, -1.805, -0.741], [0.964, 1.289, 1.552], [-0.775, 0.741, 1.903], [0.036, 2.077, -0.576]], "mulliken_charge": [-1.310, 0.810, -0.690, 0.269, -0.695, -0.567, -0.219, 0.306, 0.338, 0.346, 0.221, 0.345, 0.313, 0.236, 0.298]}



(R)
{"formula": "C5H8N2", "method": "ωB97M-V with the def2-TZVPD basis set", "e_lumo_ev": 0.2227, "total_charge": 0, "smiles": "C=CC(=C)C#N.N", "symbols": ["C", "C", "C", "C", "C", "N", "H", "H", "H", "H", "H", "N", "H", "H", "H"], "coordinates": [[-1.708, -2.097, -0.096], [-1.311, -0.875, -0.038], [-2.138, 0.323, -0.098], [-1.524, 1.500, -0.163], [-3.555, 0.028, -0.024], [-4.674, -0.181, 0.174], [-2.662, -2.395, -0.107], [-0.945, -2.850, 0.004], [-0.287, -0.820, -0.302], [-0.463, 1.560, -0.467], [-1.982, 2.487, -0.338], [2.058, 0.710, 0.170], [1.788, 1.588, 0.620], [2.406, 0.919, -0.800], [2.908, 0.219, 0.585]], "mulliken_charge": [-0.941, -0.171, 0.773, -0.740, 0.062, -0.419, 0.400, 0.251, 0.319, 0.158, 0.313, -0.686, 0.222, 0.231, 0.229]}



Structures ranked by computed energy, the most stable listed first: (R), (Q), (P).



(P)
{"formula": "C5H8N2", "method": "ωB97M-V with the def2-TZVPD basis set", "e_lumo_ev": 1.0005, "total_charge": 0, "smiles": "Cc1cnn(C)c1", "symbols": ["C", "C", "C", "N", "N", "C", "C", "H", "H", "H", "H", "H", "H", "H", "H"], "coordinates": [[-2.458, -0.320, -0.189], [-0.999, -0.245, 0.147], [-0.379, -0.330, 1.416], [0.932, -0.129, 1.350], [1.180, 0.070, 0.050], [2.490, 0.500, -0.384], [0.056, 0.009, -0.704], [-3.009, -0.899, 0.555], [-2.627, -0.782, -1.166], [-2.904, 0.681, -0.221], [-0.838, -0.531, 2.377], [2.808, -0.068, -1.261], [3.183, 0.328, 0.437], [2.478, 1.566, -0.628], [0.088, 0.150, -1.777]], "mulliken_charge": [-1.171, 0.502, -0.450, -0.864, 0.621, -0.819, -0.454, 0.325, 0.316, 0.240, 0.446, 0.298, 0.297, 0.309, 0.405]}



(Q)
{"formula": "C5H8N2", "method": "ωB97M-V with the def2-TZVPD basis set", "e_lumo_ev": 1.0594, "total_charge": 0, "smiles": "Cc1cc(N)c[nH]1", "symbols": ["C", "C", "C", "C", "N", "C", "N", "H", "H", "H", "H", "H", "H", "H", "H"], "coordinates": [[-1.774, 0.731, -1.464], [-0.729, 0.268, -0.496], [0.533, -0.220, -0.733], [1.141, -0.497, 0.526], [2.433, -1.060, 0.681], [0.224, -0.169, 1.497], [-0.912, 0.284, 0.861], [-1.649, 1.789, -1.729], [-1.709, 0.149, -2.390], [-2.787, 0.603, -1.061], [0.978, -0.396, -1.704], [2.571, -1.444, 1.606], [3.165, -0.382, 0.509], [0.266, -0.249, 2.574], [-1.751, 0.592, 1.323]], "mulliken_charge": [-1.137, 0.218, -0.661, 0.810, -0.560, -0.910, -0.018, 0.237, 0.295, 0.332, 0.365, 0.238, 0.250, 0.357, 0.184]}



(R)
{"formula": "C5H8N2", "method": "ωB97M-V with the def2-TZVPD basis set", "e_lumo_ev": 0.3776, "total_charge": 0, "symbols": ["C", "C", "C", "C", "N", "C", "N", "H", "H", "H", "H", "H", "H", "H", "H"], "coordinates": [[2.063, -0.568, -0.160], [0.932, 0.363, 0.234], [-0.393, -0.279, 0.222], [-1.640, 0.225, -0.188], [-2.619, -0.471, -0.835], [-1.706, 1.230, 0.715], [1.108, 1.585, 0.567], [3.037, -0.087, -0.024], [2.048, -1.490, 0.435], [1.961, -0.858, -1.213], [-0.379, -1.339, 0.499], [-3.553, -0.220, -0.543], [-2.466, -1.467, -0.922], [-0.925, 1.995, 0.736], [2.089, 1.842, 0.473]], "mulliken_charge": [-1.191, 0.939, -0.759, 0.462, -0.507, -0.639, -0.682, 0.370, 0.308, 0.290, 0.347, 0.265, 0.252, 0.305, 0.240]}



(S)
{"formula": "C5H8N2", "method": "ωB97M-V with the def2-TZVPD basis set", "e_lumo_ev": 0.9402, "total_charge": 0, "symbols": ["C", "N", "C", "C", "C", "N", "C", "H", "H", "H", "H", "H", "H", "H", "H"], "coordinates": [[-0.306, -1.779, 1.279], [-0.340, -0.653, 0.449], [-1.367, -0.241, -0.335], [-0.966, 0.944, -0.894], [0.395, 1.169, -0.475], [1.151, 2.272, -0.855], [0.783, 0.128, 0.365], [0.552, -2.542, 0.444], [0.417, -1.938, 2.080], [-1.208, -2.247, 1.695], [-2.312, -0.769, -0.365], [-1.553, 1.549, -1.577], [0.897, 2.648, -1.759], [2.149, 2.131, -0.769], [1.707, -0.672, 0.716]], "mulliken_charge": [-0.892, 0.219, -0.510, -0.628, 0.521, -0.550, -0.310, 0.240, 0.328, 0.252, 0.373, 0.338, 0.241, 0.226, 0.151]}



Structures ranked by computed energy, the most stable listed first: (Q), (P), (S), (R).